[1]
{
  "formula": "C46H96N2O26P2S7",
  "method": "ωB97M-V/def2-TZVPD",
  "elements": ["N", "H", "H", "H", "H", "N", "H", "H", "H", "H", "C", "C", "C", "O", "C", "C", "C", "O", "O", "O", "H", "H", "C", "C", "C", "S", "O", "O", "C", "H", "H", "H", "H", "H", "H", "H", "H", "C", "C", "C", "S", "O", "O", "C", "H", "H", "H", "H", "H", "H", "H", "H", "C", "C", "C", "S", "O", "O", "C", "H", "H", "H", "H", "H", "H", "H", "H", "C", "C", "C", "S", "O", "O", "C", "H", "H", "H", "H", "H", "H", "H", "H", "C", "C", "C", "S", "O", "O", "C", "H", "H", "H", "H", "H", "H", "H", "H", "C", "C", "C", "S", "O", "O", "C", "H", "H", "H", "H", "H", "H", "H", "H", "C", "C", "C", "S", "O", "O", "C", "H", "H", "H", "H", "H", "H", "H", "H", "C", "C", "O", "P", "O", "O", "C", "C", "O", "C", "C", "H", "H", "H", "H", "H", "H", "H", "H", "H", "H", "H", "H", "H", "H", "H", "C", "C", "O", "P", "O", "O", "C", "C", "O", "C", "C", "H", "H", "H", "H", "H", "H", "H", "H", "H", "H", "H", "H", "H", "H", "H"],
  "coordinates": [[-16.093, -22.801, -10.632], [-15.870, -22.898, -11.612], [-15.819, -23.606, -10.086], [-17.054, -22.553, -10.443], [-15.648, -21.903, -10.505], [-16.363, -15.203, -5.257], [-16.630, -14.793, -6.141], [-16.985, -14.965, -4.497], [-15.457, -14.941, -4.895], [-16.406, -16.209, -5.339], [-14.833, -18.813, -8.514], [-15.452, -19.784, -9.399], [-17.093, -19.874, -9.220], [-17.673, -20.767, -9.805], [-17.756, -18.904, -8.350], [-17.047, -17.896, -7.749], [-15.556, -17.973, -7.723], [-14.838, -17.196, -6.982], [-17.742, -16.899, -7.304], [-14.885, -20.491, -10.220], [-13.754, -18.803, -8.463], [-18.835, -18.922, -8.393], [-11.726, -14.750, -7.598], [-10.805, -15.690, -6.793], [-11.574, -16.212, -5.534], [-12.289, -14.658, -4.880], [-11.276, -13.914, -4.192], [-13.574, -14.953, -4.280], [-12.507, -13.936, -6.563], [-12.402, -15.258, -8.286], [-11.188, -14.068, -8.256], [-9.831, -15.228, -6.633], [-10.721, -16.615, -7.364], [-11.018, -16.812, -4.813], [-12.507, -16.736, -5.741], [-12.150, -12.916, -6.419], [-13.565, -14.015, -6.816], [-15.257, -14.348, -11.015], [-14.624, -12.990, -10.695], [-15.723, -12.051, -10.044], [-16.852, -13.132, -9.136], [-18.250, -12.969, -9.597], [-16.464, -13.051, -7.707], [-16.142, -14.674, -9.772], [-14.484, -15.094, -11.196], [-15.937, -14.323, -11.866], [-14.224, -12.534, -11.601], [-13.787, -13.159, -10.017], [-16.304, -11.631, -10.866], [-15.374, -11.256, -9.385], [-16.944, -15.386, -9.964], [-15.631, -15.049, -8.884], [-24.584, -19.008, -6.883], [-23.188, -19.394, -7.129], [-22.420, -18.094, -7.597], [-23.586, -17.423, -8.932], [-23.299, -18.040, -10.211], [-23.773, -15.950, -8.842], [-25.060, -18.232, -8.108], [-24.684, -18.479, -5.935], [-25.226, -19.870, -6.700], [-23.237, -20.144, -7.918], [-22.653, -19.786, -6.264], [-21.428, -18.264, -8.015], [-22.466, -17.296, -6.856], [-25.706, -18.686, -8.860], [-25.757, -17.492, -7.715], [-12.450, -23.434, -12.304], [-13.009, -22.151, -13.021], [-13.573, -22.549, -14.350], [-14.501, -24.088, -13.920], [-14.550, -25.129, -14.953], [-15.707, -23.695, -13.125], [-13.283, -24.635, -12.688], [-12.456, -23.289, -11.223], [-11.400, -23.578, -12.557], [-12.291, -21.332, -12.980], [-13.830, -21.822, -12.383], [-12.773, -22.772, -15.056], [-14.301, -21.895, -14.829], [-12.670, -25.342, -13.247], [-13.822, -25.269, -11.984], [-9.512, -19.669, -7.694], [-11.075, -19.653, -7.973], [-11.196, -19.658, -9.502], [-9.878, -20.752, -10.181], [-9.192, -20.082, -11.321], [-10.351, -22.169, -10.204], [-8.791, -20.634, -8.648], [-9.208, -19.856, -6.664], [-9.168, -18.652, -7.883], [-11.666, -18.836, -7.560], [-11.460, -20.569, -7.525], [-10.892, -18.684, -9.887], [-12.168, -19.831, -9.963], [-7.830, -20.268, -9.010], [-8.639, -21.607, -8.182], [-21.155, -22.276, -9.049], [-20.884, -21.605, -10.403], [-20.748, -22.578, -11.601], [-19.879, -24.016, -10.853], [-18.468, -23.827, -11.156], [-20.540, -25.272, -11.197], [-20.171, -23.507, -9.142], [-22.196, -22.446, -8.772], [-20.746, -21.715, -8.209], [-19.988, -20.993, -10.293], [-21.649, -20.840, -10.537], [-20.271, -22.246, -12.524], [-21.709, -23.066, -11.760], [-19.184, -23.182, -8.814], [-20.380, -24.346, -8.478], [-21.214, -12.531, -6.105], [-21.242, -13.602, -7.238], [-20.060, -14.546, -6.908], [-20.258, -14.919, -5.081], [-18.957, -14.859, -4.359], [-21.193, -16.018, -4.918], [-21.047, -13.294, -4.733], [-22.115, -11.918, -6.103], [-20.369, -11.846, -6.189], [-21.189, -13.177, -8.240], [-22.196, -14.121, -7.155], [-19.131, -14.002, -7.081], [-19.878, -15.495, -7.411], [-20.400, -12.649, -4.138], [-21.996, -13.377, -4.204], [-19.799, -16.814, -10.629], [-19.221, -17.842, -11.578], [-19.677, -17.571, -12.897], [-18.500, -17.177, -13.917], [-17.567, -16.191, -13.370], [-19.188, -16.753, -15.297], [-18.375, -16.380, -16.355], [-19.260, -15.839, -17.490], [-17.737, -18.601, -14.355], [-16.628, -19.104, -13.610], [-16.964, -20.529, -13.229], [-20.886, -16.828, -10.545], [-19.485, -16.991, -9.600], [-19.471, -15.831, -10.967], [-18.152, -17.941, -11.387], [-19.550, -18.819, -11.225], [-17.794, -15.518, -16.029], [-17.733, -17.229, -16.591], [-19.860, -16.677, -17.845], [-19.786, -14.910, -17.271], [-18.608, -15.750, -18.359], [-15.702, -19.080, -14.183], [-16.426, -18.424, -12.782], [-17.216, -21.162, -14.080], [-16.172, -20.884, -12.569], [-17.874, -20.574, -12.631], [-15.326, -21.963, -5.446], [-14.421, -20.748, -5.374], [-13.508, -21.160, -4.377], [-12.469, -20.171, -3.684], [-11.602, -19.375, -4.575], [-11.689, -21.161, -2.650], [-10.581, -21.918, -3.038], [-9.870, -22.514, -1.760], [-13.361, -19.246, -2.697], [-13.845, -18.044, -3.168], [-14.239, -17.326, -1.874], [-14.956, -22.988, -5.418], [-15.970, -21.971, -4.567], [-15.989, -21.907, -6.309], [-13.926, -20.427, -6.291], [-14.884, -19.775, -5.211], [-10.878, -22.696, -3.741], [-9.965, -21.113, -3.438], [-9.454, -21.788, -1.061], [-10.637, -23.028, -1.181], [-9.071, -23.198, -2.049], [-13.087, -17.445, -3.672], [-14.736, -18.163, -3.784], [-14.655, -16.376, -2.210], [-15.006, -17.887, -1.340], [-13.319, -17.250, -1.295]],
  "lowdin_charge": [0.27, 0.04, 0.15, 0.06, 0.03, 0.32, 0.09, 0.09, 0.08, 0.10, -0.02, -0.29, -0.31, -0.02, -0.01, -0.37, -0.39, -0.08, -0.08, -0.02, 0.08, 0.09, -0.21, -0.18, -0.20, 0.70, -0.31, -0.36, -0.20, 0.11, 0.11, 0.12, 0.09, 0.10, 0.07, 0.10, 0.09, -0.18, -0.19, -0.20, 0.73, -0.34, -0.38, -0.20, 0.12, 0.11, 0.11, 0.10, 0.10, 0.10, 0.10, 0.08, -0.26, -0.23, -0.15, 0.72, -0.35, -0.37, -0.20, 0.12, 0.12, 0.11, 0.12, 0.09, 0.08, 0.10, 0.09, -0.20, -0.21, -0.20, 0.78, -0.33, -0.37, -0.22, 0.10, 0.11, 0.12, 0.08, 0.11, 0.10, 0.10, 0.11, -0.20, -0.20, -0.22, 0.77, -0.37, -0.38, -0.20, 0.11, 0.10, 0.09, 0.11, 0.10, 0.09, 0.09, 0.10, -0.17, -0.23, -0.17, 0.72, -0.36, -0.33, -0.21, 0.11, 0.11, 0.08, 0.11, 0.11, 0.09, 0.09, 0.10, -0.19, -0.19, -0.19, 0.76, -0.39, -0.33, -0.21, 0.11, 0.11, 0.12, 0.10, 0.08, 0.08, 0.09, 0.10, -0.05, -0.28, -0.14, 0.49, -0.23, -0.17, -0.30, -0.06, -0.20, -0.27, -0.06, 0.06, 0.05, 0.08, 0.10, 0.10, 0.11, 0.12, 0.08, 0.08, 0.07, 0.12, 0.10, 0.09, 0.05, 0.07, -0.06, -0.26, -0.18, 0.50, -0.23, -0.19, -0.27, -0.05, -0.17, -0.32, -0.05, 0.08, 0.08, 0.07, 0.10, 0.11, 0.12, 0.10, 0.07, 0.07, 0.07, 0.08, 0.11, 0.06, 0.08, 0.09],
  "lumo_ev": 0.261,
  "homo_lumo_gap_ev": 7.48,
  "mol_weight_g_mol": 1379.7,
  "max_force_ev_per_a": 4.26,
  "charge": 0,
  "de_lowest_kcal_mol": 64.4
}

---

[2]
{
  "formula": "CH2FNO",
  "method": "ωB97M-V/def2-TZVPD",
  "elements": ["C", "N", "O", "F", "H", "H"],
  "coordinates": [[-0.255, 0.067, 0.353], [0.868, 0.339, -0.418], [0.573, -0.958, 0.194], [-1.449, 0.054, -0.163], [-0.384, 0.371, 1.510], [0.646, 0.127, -1.475]],
  "nbo_charge": [0.56, -0.34, -0.38, -0.32, 0.14, 0.35],
  "lumo_ev": 1.160,
  "homo_lumo_gap_ev": 11.75,
  "smiles": "F[C@@H]1NO1",
  "mol_weight_g_mol": 63.0,
  "max_force_ev_per_a": 4.91,
  "charge": 0,
  "de_lowest_kcal_mol": 81.8
}

---

[3]
{
  "formula": "C3H5INO2",
  "method": "ωB97M-V/def2-TZVPD",
  "elements": ["C", "C", "C", "N", "O", "O", "I", "H", "H", "H", "H", "H"],
  "coordinates": [[-0.432, 1.476, -0.151], [-0.628, 0.148, -0.806], [0.859, -0.293, 0.837], [-0.330, -0.862, 0.135], [-0.915, 2.521, -0.386], [0.434, 1.166, 0.906], [2.771, -0.657, -0.187], [-1.663, -0.025, -1.243], [0.100, -0.138, -1.618], [0.842, -0.629, 1.925], [-1.091, -0.981, 0.732], [0.051, -1.727, -0.142]],
  "nbo_charge": [0.76, -0.38, 0.05, -0.52, -0.42, -0.49, 0.28, 0.28, 0.28, 0.27, 0.44, 0.46],
  "lumo_ev": -4.836,
  "homo_lumo_gap_ev": 10.02,
  "smiles": "O=C1C[NH2+][C@@H](I)O1",
  "mol_weight_g_mol": 214.0,
  "max_force_ev_per_a": 5.56,
  "charge": 1,
  "de_lowest_kcal_mol": 21.8
}

---

> What is the charge in the first record?

0